ORCA calculation (the ωB97M-V functional and the def2-TZVPD basis) on a cluster of 2 separate species, C4H7NO in total.

Structure (XYZ):
```
13
Properties=species:S:1:pos:R:3:forces:R:3:mulliken_charge:R:1
H 2.727298 -0.682895 -0.792992 -0.08 0.14 0.00 0.283
C -1.855168 1.221318 1.058485 0.31 0.45 0.45 -0.416
O -2.078237 -1.910221 0.144376 0.29 0.27 -0.30 -0.456
H 0.124305 -0.653802 0.979283 -0.01 -0.01 -0.17 0.450
H -1.817051 1.057230 2.160926 -0.12 -0.16 -0.33 0.226
H 2.138957 0.412400 0.485139 -0.06 -0.07 -0.14 0.312
H -1.690699 -0.898103 -1.583153 -0.04 -0.05 0.12 0.334
C 2.052966 0.155287 -0.581383 0.16 0.06 0.05 -0.717
C -1.419613 -1.171419 -0.545645 -0.15 -0.26 0.15 -0.078
N 0.720156 -0.234478 -0.987621 -0.31 -0.15 0.31 -0.403
H 2.388809 0.998570 -1.191780 -0.08 -0.11 0.12 0.254
H -1.184748 2.098762 0.925393 -0.14 -0.15 -0.15 0.232
C -0.101577 -0.614768 -0.101361 0.23 0.04 -0.12 -0.021
```
Positions in Å, forces in eV/Å.

Output
**2S+1**: 1
**Strongest force on any atom**: 0.7 eV/Å
**Orbital gap (alpha / beta)**: 0.31089 / 0.31398 Eh
**LUMO level (alpha / beta)**: -1.390 / -1.315 eV
**Energy above the lowest of the compared OMol25 structures with the same formula, charge and spin**: 6.535 eV